107
Properties=species:S:1:pos:R:3:mulliken_charge:R:1 method="wB97M-V/def2-TZVPD" gap_ev=7.1 total_charge=+1 de_lowest_kcal_mol=14.4
K 0.4142 1.6425 1.1560 2.099
N 3.1363 0.8141 2.7151 -0.263
C 3.1107 1.7889 3.7973 -0.800
C 1.8347 1.6566 4.6284 -0.816
N 0.6454 1.7316 3.7997 0.461
C -0.5610 2.2013 4.4645 -0.809
C -1.0783 3.4800 3.8022 -0.690
N -1.4855 3.2190 2.4271 -0.348
H 4.0100 0.9097 2.2076 0.250
H 3.1400 -0.1263 3.1027 0.189
H 3.9686 1.6882 4.4828 0.399
H 3.1549 2.7832 3.3430 0.268
H 1.8776 0.7065 5.1845 0.315
H 1.8147 2.4799 5.3463 0.454
H 0.4855 0.8080 3.4161 -0.102
H -1.3511 1.4420 4.4210 0.280
H -0.3570 2.4241 5.5192 0.430
H -1.9002 3.8807 4.4169 0.432
H -0.2718 4.2172 3.7888 0.277
H -2.3441 2.6724 2.4364 0.022
H -1.7211 4.1001 1.9823 0.235
N 1.5131 3.6041 -3.5033 -0.129
C 1.0882 2.8548 -4.6068 -0.422
C 1.0783 3.4264 -5.8675 -0.825
C 0.6659 2.6874 -6.9683 -0.668
C 0.2754 1.3724 -6.8154 -0.817
C 0.2816 0.7891 -5.5535 -0.615
C 0.6799 1.5312 -4.4621 0.767
S 0.6609 0.8115 -2.8323 0.258
N 0.8823 2.1012 -1.8103 0.491
C 1.2657 3.2582 -2.1974 0.458
C 1.4877 4.2805 -1.1620 0.336
C 1.7425 5.6215 -1.4679 -1.263
C 1.9926 6.5085 -0.4372 -0.521
C 1.9638 6.0490 0.8701 -1.206
C 1.6810 4.7058 1.0769 -0.104
N 1.4573 3.8476 0.1000 0.222
H 1.8249 4.5388 -3.7108 0.152
H 1.4109 4.4462 -5.9927 0.413
H 0.6571 3.1478 -7.9439 0.388
H -0.0294 0.7870 -7.6674 0.426
H -0.0031 -0.2431 -5.4174 0.531
H 1.7374 5.9961 -2.4804 0.356
H 2.2087 7.5448 -0.6522 0.445
H 2.1613 6.7162 1.6939 0.468
H 1.6391 4.2879 2.0741 0.317
C -3.9861 -5.1441 -1.9461 -0.902
S -3.1049 -3.6779 -2.5471 -0.033
C -1.3732 -4.1598 -2.2230 -1.256
C -0.8532 -3.6331 -0.8946 -0.394
C -0.7471 -2.1087 -0.9365 -0.712
N -0.3816 -1.4887 0.3245 0.678
P -1.5091 -0.9247 1.4779 -0.503
C -2.8325 -2.2082 1.4588 0.227
C -2.8504 -3.1364 2.4987 -0.259
C -3.8506 -4.0898 2.5684 -0.807
C -4.8530 -4.1103 1.6138 -0.515
C -4.8453 -3.1875 0.5796 -1.111
C -3.8407 -2.2428 0.4991 0.003
C -2.4557 0.3655 0.5796 1.155
C -3.6180 0.8568 1.1739 -1.307
C -4.3698 1.8292 0.5392 -0.644
C -3.9599 2.3381 -0.6857 -0.790
C -2.7794 1.8916 -1.2518 -0.477
C -2.0278 0.9176 -0.6200 0.864
P 1.1947 -1.2754 0.9739 -0.102
C 2.2692 -1.0498 -0.4949 1.368
C 2.5060 -2.0414 -1.4448 -0.187
C 3.3848 -1.8120 -2.4880 -0.936
C 4.0598 -0.6039 -2.5782 -0.866
C 3.8504 0.3767 -1.6236 -0.557
C 2.9548 0.1562 -0.5937 -0.258
C 1.7757 -2.9433 1.4563 0.590
C 3.1506 -3.1728 1.5133 -0.747
C 3.6371 -4.3602 2.0270 -0.683
C 2.7602 -5.3161 2.5143 -0.638
C 1.3939 -5.0841 2.4858 -0.680
C 0.9051 -3.8970 1.9709 -0.498
H -5.0281 -5.0107 -2.2172 0.357
H -3.8886 -5.2237 -0.8678 0.198
H -3.5905 -6.0257 -2.4391 0.371
H -0.7907 -3.7466 -3.0468 0.411
H -1.3306 -5.2465 -2.2642 0.596
H 0.1229 -4.0801 -0.6894 0.272
H -1.5332 -3.9283 -0.0935 0.014
H -1.7190 -1.7151 -1.2482 0.466
H -0.0182 -1.8185 -1.7011 0.401
H -2.0823 -3.0996 3.2616 0.449
H -3.8551 -4.8082 3.3752 0.464
H -5.6488 -4.8360 1.6820 0.435
H -5.6212 -3.1974 -0.1709 0.499
H -3.8527 -1.5318 -0.3141 0.478
H -3.9531 0.4393 2.1189 0.486
H -5.2836 2.1842 0.9950 0.438
H -4.5668 3.0695 -1.2014 0.411
H -2.4551 2.2843 -2.2045 0.496
H -1.1206 0.5639 -1.0837 -0.471
H 2.0246 -3.0053 -1.3578 0.347
H 3.5661 -2.5885 -3.2171 0.489
H 4.7668 -0.4288 -3.3754 0.439
H 4.3900 1.3126 -1.6725 0.479
H 2.7887 0.9200 0.1531 -0.179
H 3.8343 -2.4196 1.1428 0.386
H 4.7013 -4.5423 2.0509 0.443
H 3.1432 -6.2370 2.9296 0.387
H 0.7129 -5.8308 2.8709 0.468
H -0.1606 -3.7101 1.9553 0.207

---

111
Properties=species:S:1:pos:R:3:mulliken_charge:R:1 method="wB97M-V/def2-TZVPD" gap_ev=7.6 total_charge=+1
C 2.7250 -1.5702 -0.1836 -0.395
C 2.7112 -1.3493 -1.8025 -0.061
C 3.5329 -0.0613 -2.2864 -0.432
O 3.0489 1.2197 -1.7800 -0.442
C 1.6442 1.2453 -1.6094 0.245
C 1.0560 1.4127 -0.1930 -0.604
N -0.4014 1.4500 -0.3137 0.296
C -0.6259 1.2910 -1.7355 -0.715
C -2.1616 1.3143 -2.1763 -0.255
Cl -2.4572 2.5626 -3.5176 -0.075
C -2.7975 -0.1371 -2.5056 -0.063
C -1.9531 -1.3394 -1.8573 -1.146
Cl -3.0562 -0.3563 -4.3169 -0.093
N 0.5418 1.1401 -2.5638 0.995
B 0.6577 0.9256 -4.0542 0.112
N 1.2189 1.8874 -5.0407 -0.549
O 0.2076 -0.3780 -4.5625 -0.356
H 3.4795 -0.9018 0.3553 0.233
H 1.6669 -1.2527 0.1802 -0.052
H 2.8094 -2.6843 0.0885 0.127
H 1.6502 -1.4283 -2.2446 -0.109
H 3.2817 -2.2700 -2.2247 0.432
H 4.6559 -0.1606 -2.0295 0.344
H 3.4854 -0.0141 -3.4424 0.203
H 1.5559 1.5003 0.8264 0.407
H -1.0782 1.5498 0.4635 0.207
H -2.7517 1.7219 -1.2644 0.349
H -3.8460 -0.1492 -2.0095 0.457
H -0.9410 -1.4546 -2.3954 0.199
H -1.8264 -1.2367 -0.7240 0.274
H -2.5401 -2.3092 -2.0762 0.482
H 2.2610 1.8844 -4.9678 0.312
H 1.0434 1.4615 -5.9774 0.292
H 1.0338 -0.9274 -4.6044 0.295
N 1.3262 -4.7289 -0.0294 -0.160
C 2.0028 -5.8485 0.2777 -0.167
C 1.3967 -7.0541 0.5919 -0.604
C 0.0104 -7.1107 0.5941 -0.194
C -0.7140 -5.9687 0.2825 -0.679
C -0.0146 -4.8124 -0.0214 0.045
H 3.0839 -5.7531 0.2657 0.379
H 1.9930 -7.9263 0.8292 0.369
H -0.5010 -8.0361 0.8362 0.374
H -1.7969 -5.9773 0.2753 0.366
H -0.5363 -3.8944 -0.2751 0.259
N -6.9768 1.7372 -4.7913 -0.492
C -5.7676 2.3076 -4.9222 0.426
C -5.5352 3.4646 -5.6482 -0.347
C -6.6117 4.0696 -6.2814 -0.358
C -7.8720 3.5007 -6.1646 -0.357
C -8.0014 2.3440 -5.4126 -0.257
H -4.9586 1.7963 -4.4123 -0.021
H -4.5380 3.8823 -5.7175 0.336
H -6.4700 4.9759 -6.8603 0.375
H -8.7338 3.9459 -6.6459 0.367
H -8.9668 1.8636 -5.2886 0.373
N -2.3858 1.1413 2.8020 -0.217
C -3.5037 1.6429 3.3557 -0.513
C -4.2554 0.9784 4.3106 -0.270
C -3.8349 -0.2795 4.7187 -0.306
C -2.6851 -0.8227 4.1626 -0.667
C -2.0007 -0.0785 3.2172 -0.172
H -3.7933 2.6271 3.0023 0.402
H -5.1470 1.4322 4.7246 0.420
H -4.3977 -0.8316 5.4637 0.385
H -2.3292 -1.8017 4.4581 0.387
H -1.0944 -0.4594 2.7564 0.544
N -2.9168 -3.7126 -7.4894 -0.536
C -3.4268 -4.1720 -8.6441 -0.220
C -3.8764 -3.3539 -9.6682 -0.336
C -3.8003 -1.9798 -9.4919 -0.372
C -3.2794 -1.4776 -8.3077 -0.302
C -2.8530 -2.3788 -7.3456 -0.052
H -3.4684 -5.2527 -8.7332 0.371
H -4.2763 -3.7801 -10.5799 0.360
H -4.1434 -1.3065 -10.2701 0.371
H -3.2058 -0.4105 -8.1365 0.360
H -2.4349 -2.0353 -6.4044 0.367
N 5.7296 -2.2252 1.6595 -0.266
C 6.2881 -2.7818 2.7473 -0.277
C 7.5210 -2.4088 3.2579 -0.433
C 8.2240 -1.4048 2.6078 -0.220
C 7.6718 -0.8134 1.4804 -0.616
C 6.4309 -1.2547 1.0509 0.355
H 5.7019 -3.5641 3.2186 0.364
H 7.9216 -2.8910 4.1409 0.366
H 9.1930 -1.0858 2.9762 0.374
H 8.1932 -0.0274 0.9482 0.351
H 5.9559 -0.8205 0.1761 0.043
N -0.5137 0.0482 7.5430 -0.572
C 0.7363 0.3348 7.9457 -0.302
C 1.5478 1.2746 7.3311 -0.243
C 1.0449 1.9582 6.2336 -0.381
C -0.2420 1.6814 5.7942 -0.250
C -0.9762 0.7257 6.4793 -0.255
H 1.0853 -0.2281 8.8055 0.378
H 2.5471 1.4671 7.7002 0.276
H 1.6506 2.7004 5.7252 0.417
H -0.6655 2.1963 4.9402 0.423
H -1.9861 0.4768 6.1783 0.509
N 2.8699 4.3876 7.6975 -0.279
C 4.1774 4.4398 7.3912 0.019
C 4.9128 5.6130 7.3446 -0.630
C 4.2632 6.8062 7.6264 -0.145
C 2.9127 6.7826 7.9441 -0.501
C 2.2667 5.5571 7.9676 -0.233
H 4.6401 3.4817 7.1755 0.337
H 5.9662 5.5947 7.0940 0.358
H 4.8044 7.7459 7.5990 0.361
H 2.3745 7.6950 8.1689 0.360
H 1.2118 5.4866 8.2140 0.362

---

no.,HOMO energy (Ha)
1,-0.3501
2,-0.4022